# 1
106
Properties=species:S:1:pos:R:3 method="wB97M-V/def2-TZVPD" charge=-1
C 4.946 -0.780 -0.579
H 3.094 1.082 -0.898
C 2.153 2.162 0.780
C -0.282 4.445 4.689
H 0.148 1.622 1.224
H -0.970 -2.190 -0.545
H -0.193 4.077 3.666
O -5.605 -2.177 -1.124
H -2.347 -6.368 -0.973
H 5.832 1.088 -1.156
H 3.023 6.876 2.476
H -2.124 -1.232 -2.886
H -4.597 4.605 -5.684
S -2.029 -0.063 2.331
C -6.388 -2.597 -4.160
O -3.907 -2.245 -2.942
H -4.482 -2.615 0.598
C 0.427 -6.529 3.344
O -2.159 4.444 -2.848
O 0.986 4.408 5.359
H 6.482 0.456 0.321
H -0.918 -0.324 -1.692
O 0.433 -5.502 2.352
H -0.816 -5.638 -1.493
H 2.575 2.163 1.778
H -2.561 3.732 -0.962
H 4.089 -2.386 2.302
H -1.616 0.550 -0.347
C 1.733 -7.864 -0.320
C 1.008 1.136 0.776
H 0.303 -1.596 0.481
C -0.774 -0.075 -0.635
H -0.576 2.912 -6.387
H 5.432 -1.278 1.974
H 1.449 -6.817 3.588
O -5.983 -3.562 -3.186
C 3.914 -1.365 0.382
H -6.451 -1.598 -3.730
C 1.994 6.817 2.827
O 1.561 -7.121 0.885
O -3.290 3.280 -4.760
H 1.241 0.307 1.434
C 3.313 1.880 -0.198
H 2.957 -0.870 0.315
O -4.248 -4.326 -1.461
H -2.461 -2.167 -1.416
H -1.302 -2.267 2.014
H -0.671 5.464 4.688
H 2.651 -8.439 -0.226
O -0.843 -6.459 0.439
O -1.699 5.240 -5.236
H -3.339 -0.651 -1.728
H 2.335 6.156 6.975
O 2.584 4.057 3.366
H -1.845 -4.808 -0.306
C 5.550 0.598 -0.223
P 2.260 4.866 4.532
H -0.131 -7.405 3.010
H 3.471 2.775 -0.795
P -1.971 4.096 -4.368
H -0.052 -6.121 4.230
C -0.577 2.250 -5.519
P -4.878 -3.187 -2.116
O 1.011 -4.768 -0.036
P 0.580 -5.863 0.823
O -0.847 2.976 -4.321
H -1.321 1.464 -5.653
H -0.961 3.798 5.236
H -7.370 -2.891 -4.523
C -2.045 3.399 -1.858
H -3.388 3.873 -6.761
H -0.997 3.228 -1.625
H 5.753 -1.499 -0.704
C 4.364 -1.437 1.852
H 1.817 -7.198 -1.180
H 0.593 1.477 -1.329
H -6.147 -3.254 0.579
H 5.186 2.518 0.577
C -1.746 -1.550 1.325
H 3.969 5.659 7.455
H 2.634 4.492 7.532
H 4.470 -0.691 -1.554
H 1.536 7.803 2.777
H -2.496 2.471 -2.204
H 1.303 -0.062 -0.950
H 1.435 6.130 2.196
H -5.851 -1.515 0.798
C -5.510 -2.417 0.298
H 0.406 1.798 -5.415
C -0.722 -1.394 0.158
C -2.900 -1.535 -2.189
O 3.378 4.919 5.647
H 3.742 -2.390 0.060
H 4.486 1.287 1.550
H 1.753 3.162 0.628
H -4.735 2.896 -6.147
H -0.987 0.107 3.209
O 1.961 6.402 4.201
C 0.571 0.664 -0.597
C -1.494 -5.776 -0.654
C 4.644 1.573 0.519
H 0.893 -8.545 -0.461
H -5.684 -2.592 -4.991
H 3.849 -0.670 2.421
C -4.040 3.697 -5.907
C 3.048 5.332 6.977


# 2
15
Properties=species:S:1:pos:R:3 method="wB97M-V/def2-TZVPD" relative_energy_kcal_mol=43.9
S 1.969 -1.015 -0.411
H -0.222 -2.038 -0.856
H -0.651 0.272 -1.551
H -2.120 0.881 1.145
C -0.509 0.615 -0.496
H -0.012 -0.110 1.540
H 0.769 2.561 -0.025
H 2.780 1.280 0.052
H 0.447 -2.421 0.764
C 0.315 -1.637 0.024
C -1.743 0.285 0.311
Cl -3.143 -0.482 -0.471
C 0.711 1.478 -0.354
C 1.832 0.772 -0.265
C -0.423 -0.443 0.593


no.,HOMO-LUMO gap (eV),calculated total energy (hartree)
1,4.4932,-3918.81718
2,9.3538,-1091.10882